Molecular formula: C16H12FN3O2S
Method: DFT, ωB97M-V/def2-TZVPD

## Properties
- SMILES = O=S1(=O)CCn2c1nc(-c1ccc(F)cc1)c2-c1ccncc1
- energy relative to the best compared isomer or geometry (same formula, charge and spin) (kcal/mol) = 81.98

Last column: natural (NBO) charge in e.
Positions of all 35 atoms, in Å:
O1 -3.379 0.371 3.524  -0.89
S1 -1.970 0.766 3.627  2.08
O2 -1.326 0.667 5.009  -0.87
C1 -1.824 2.411 2.988  -0.68
C2 -0.804 2.529 1.840  -0.20
N1 -0.553 1.181 1.452  -0.31
C3 -1.109 0.212 2.157  0.05
N2 -1.019 -1.007 1.539  -0.42
C4 -0.285 -0.823 0.424  0.19
C5 0.079 -1.963 -0.435  -0.10
C6 -0.292 -3.271 0.086  -0.17
C7 -0.046 -4.367 -0.719  -0.28
C8 0.409 -4.238 -2.041  0.39
F1 0.705 -5.325 -2.777  -0.31
C9 0.679 -2.905 -2.530  -0.27
C10 0.655 -1.757 -1.686  -0.19
C11 -0.069 0.525 0.344  0.05
C12 0.687 1.176 -0.661  -0.03
C13 0.167 1.488 -1.933  -0.24
C14 0.930 1.999 -2.934  0.03
N3 2.197 2.287 -2.813  -0.41
C15 2.768 1.981 -1.611  0.06
C16 2.005 1.469 -0.437  -0.23
H1 -1.544 2.945 3.876  0.27
H2 -2.767 2.679 2.495  0.26
H3 -1.315 3.227 1.124  0.23
H4 0.098 2.985 2.191  0.22
H5 -0.851 -3.359 0.988  0.25
H6 -0.254 -5.318 -0.157  0.24
H7 1.125 -2.615 -3.497  0.23
H8 1.103 -0.846 -2.150  0.24
H9 -0.835 1.287 -2.309  0.23
H10 0.382 2.262 -3.829  0.19
H11 3.816 2.225 -1.529  0.20
H12 2.438 1.122 0.384  0.21

***

Molecular formula: C16H12I3N5O2SSeZn
Method: DFT, ωB97M-V/def2-TZVPD

## Properties
- energy relative to the best compared isomer or geometry (same formula, charge and spin) (kcal/mol) = 4.97

Last column: natural (NBO) charge in e.
Positions of all 41 atoms, in Å:
Zn1 -0.537 -1.097 0.644  1.65
S1 -0.368 -1.050 5.221  -0.16
C1 -0.740 -1.248 3.681  0.18
N1 -1.012 -1.383 2.539  -0.90
O1 -2.948 -1.452 -1.077  -0.64
C2 -1.946 -1.492 -1.769  0.69
C3 -1.904 -1.663 -3.276  -0.52
C4 -0.449 -1.371 -3.629  -0.52
C5 0.251 -1.264 -2.279  0.69
O2 1.441 -1.088 -2.117  -0.63
N2 -0.674 -1.375 -1.267  -0.90
H1 -2.631 -1.005 -3.749  0.24
H2 -2.197 -2.690 -3.501  0.24
H3 -0.321 -0.423 -4.152  0.24
H4 0.035 -2.140 -4.229  0.24
I1 4.333 1.608 2.791  0.19
C6 3.483 -0.016 1.807  -0.19
C7 4.263 -1.033 1.282  -0.17
C8 3.639 -2.086 0.636  -0.23
C9 2.263 -2.076 0.517  0.10
N3 1.515 -1.098 1.031  -0.58
C10 2.107 -0.090 1.671  0.02
H5 5.340 -1.004 1.377  0.24
H6 4.213 -2.898 0.214  0.24
H7 1.737 -2.862 -0.008  0.22
H8 1.461 0.665 2.103  0.22
I2 -1.890 -3.823 1.232  0.06
I3 -2.385 -5.482 -0.773  -0.06
Se1 -3.394 0.776 1.196  1.09
N4 -1.689 0.762 0.691  -0.81
C11 -1.302 2.007 0.487  0.20
C12 -0.013 2.408 0.025  -0.26
C13 0.232 3.732 -0.121  -0.16
C14 -0.762 4.725 0.169  -0.21
C15 -2.004 4.386 0.588  -0.18
C16 -2.317 3.002 0.756  0.06
N5 -3.487 2.536 1.150  -0.59
H9 0.725 1.654 -0.222  0.23
H10 1.200 4.063 -0.474  0.22
H11 -0.500 5.766 0.035  0.22
H12 -2.769 5.119 0.802  0.23

***

Molecular formula: C16H12N4O
Method: DFT, ωB97M-V/def2-TZVPD

## Properties
- SMILES = Cn1cncc1C(=O)c1nccc2c1[nH]c1ccccc12
- energy relative to the best compared isomer or geometry (same formula, charge and spin) (kcal/mol) = 0.00

Last column: natural (NBO) charge in e.
Positions of all 33 atoms, in Å:
C1 2.957 -2.877 -0.303  -0.40
N1 2.440 -3.125 1.036  -0.32
C2 2.738 -4.184 1.888  0.19
N2 2.178 -4.065 3.081  -0.45
C3 1.438 -2.884 2.981  -0.02
C4 1.592 -2.271 1.767  -0.04
C5 0.999 -0.968 1.472  0.52
O1 0.902 -0.176 2.419  -0.55
C6 0.284 -0.675 0.187  0.03
N3 0.004 -1.688 -0.655  -0.39
C7 -0.860 -1.513 -1.709  -0.01
C8 -1.491 -0.288 -1.923  -0.19
C9 -1.195 0.753 -1.059  -0.10
C10 -0.328 0.582 -0.007  0.23
N4 -0.353 1.811 0.712  -0.55
C11 -1.100 2.776 0.027  0.14
C12 -1.427 4.100 0.280  -0.25
C13 -2.314 4.795 -0.626  -0.18
C14 -2.850 4.106 -1.732  -0.24
C15 -2.496 2.763 -1.987  -0.19
C16 -1.642 2.112 -1.083  -0.03
H1 3.855 -3.470 -0.499  0.21
H2 3.199 -1.823 -0.441  0.21
H3 2.256 -3.211 -1.058  0.22
H4 3.370 -4.990 1.630  0.20
H5 0.875 -2.485 3.829  0.22
H6 -0.961 -2.282 -2.460  0.20
H7 -2.242 -0.161 -2.712  0.22
H8 0.231 1.980 1.510  0.43
H9 -1.001 4.589 1.137  0.22
H10 -2.628 5.832 -0.445  0.22
H11 -3.528 4.622 -2.397  0.21
H12 -2.901 2.314 -2.863  0.21

***

Molecular formula: C16H13AgBrF10N3O4S2
Method: DFT, ωB97M-V/def2-TZVPD

Last column: Löwdin charge in e.
Positions of all 50 atoms, in Å:
N1 3.996 -2.712 -1.105  -0.03
C1 4.835 -1.498 -0.875  -0.27
C2 4.064 -0.115 -0.999  -0.17
C3 2.554 -0.232 -1.429  -0.13
C4 1.709 1.005 -0.954  -0.13
N2 0.740 0.794 -0.041  0.14
C5 0.069 1.959 0.339  -0.15
C6 -1.023 1.826 1.344  -0.10
C7 -1.331 0.360 1.840  -0.15
C8 -2.253 -0.309 0.742  -0.06
C9 -1.916 -1.847 0.520  -0.35
F1 -2.275 -2.468 1.746  -0.02
F2 -0.551 -1.878 0.292  0.10
C10 -2.759 -2.321 -0.727  -0.39
F3 -2.188 -1.727 -1.825  0.13
F4 -4.047 -1.818 -0.680  0.10
S1 -2.917 -4.178 -0.954  0.92
F5 -1.555 -4.494 -0.115  -0.15
F6 -3.891 -4.351 0.342  -0.15
F7 -4.255 -3.948 -1.896  -0.16
F8 -2.027 -4.056 -2.336  -0.16
F9 -3.060 -5.774 -1.241  -0.14
C11 -1.774 2.996 1.855  -0.23
S2 -3.027 2.670 3.108  0.73
O1 -2.318 2.210 4.303  -0.30
O2 -3.968 3.737 3.335  -0.30
F10 -3.937 1.348 2.631  -0.22
C12 -1.392 4.329 1.303  -0.59
Br1 -2.254 5.953 1.928  0.75
C13 -0.355 4.459 0.307  -0.02
C14 0.417 3.275 -0.222  -0.16
N3 1.379 3.551 -1.189  0.19
C15 1.989 2.382 -1.518  -0.03
C16 3.127 2.465 -2.619  -0.68
O3 4.125 3.153 -2.385  -0.01
O4 2.935 1.826 -3.737  -0.08
H1 3.860 -3.128 -0.176  0.06
H2 4.593 -3.382 -1.596  0.06
H3 5.654 -1.509 -1.654  0.11
H4 5.374 -1.550 0.119  0.10
H5 4.595 0.475 -1.804  0.11
H6 4.224 0.485 -0.053  0.12
H7 2.485 -0.210 -2.557  0.12
H8 2.017 -1.134 -1.044  0.09
H9 -0.330 -0.139 1.965  0.11
H10 -1.818 0.356 2.856  0.07
H11 -2.250 0.271 -0.214  0.15
H12 -3.313 -0.306 1.136  0.12
H13 -0.124 5.485 -0.078  0.12
Ag1 -1.836 -2.289 4.014  0.95

***

Molecular formula: C16H13ClFNO3
Method: DFT, ωB97M-V/def2-TZVPD

## Properties
- SMILES = O=C(COC(=O)Cc1ccc(Cl)cc1)Nc1ccccc1F

Last column: natural (NBO) charge in e.
Positions of all 35 atoms, in Å:
O1 1.278 3.117 0.613  -0.56
C1 0.721 2.221 1.192  0.66
C2 1.043 1.848 2.650  -0.18
O2 1.388 0.467 2.737  -0.50
C3 0.402 -0.411 2.904  0.83
O3 -0.746 -0.108 3.121  -0.63
C4 0.882 -1.818 2.632  -0.51
C5 0.626 -1.953 1.149  -0.03
C6 1.619 -1.644 0.228  -0.21
C7 1.356 -1.676 -1.130  -0.17
C8 0.082 -2.000 -1.568  -0.05
Cl1 -0.263 -2.022 -3.259  0.01
C9 -0.924 -2.300 -0.663  -0.23
C10 -0.647 -2.273 0.691  -0.19
N1 -0.248 1.423 0.662  -0.64
C11 -0.616 1.375 -0.689  0.05
C12 -1.955 1.223 -1.037  -0.21
C13 -2.338 1.155 -2.363  -0.22
C14 -1.390 1.244 -3.369  -0.20
C15 -0.051 1.367 -3.043  -0.28
C16 0.327 1.415 -1.715  0.45
F1 1.640 1.443 -1.424  -0.32
H1 1.915 2.413 2.978  0.23
H2 0.181 2.060 3.294  0.22
H3 1.940 -1.911 2.863  0.24
H4 0.289 -2.531 3.202  0.24
H5 2.605 -1.369 0.571  0.22
H6 2.130 -1.436 -1.841  0.23
H7 -1.913 -2.546 -1.017  0.23
H8 -1.430 -2.493 1.401  0.22
H9 -0.855 0.923 1.300  0.43
H10 -2.692 1.158 -0.251  0.22
H11 -3.381 1.037 -2.612  0.22
H12 -1.688 1.198 -4.404  0.22
H13 0.713 1.405 -3.804  0.23

***

Molecular formula: C16H13N4S3Sr
Method: DFT, ωB97M-V/def2-TZVPD

## Properties
- total charge = +1
- energy relative to the best compared isomer or geometry (same formula, charge and spin) (kcal/mol) = 8.62

Last column: natural (NBO) charge in e.
Positions of all 37 atoms, in Å:
Sr1 0.461 -0.457 -1.490  1.76
S1 2.416 -2.326 -1.727  -0.40
C1 0.964 -3.242 -1.595  -0.11
N1 -0.247 -2.704 -1.495  -0.73
C2 -1.244 -3.679 -1.398  0.09
C3 -2.610 -3.442 -1.278  -0.23
C4 -3.471 -4.521 -1.190  -0.20
C5 -2.986 -5.829 -1.218  -0.21
C6 -1.630 -6.078 -1.335  -0.22
C7 -0.769 -4.991 -1.425  -0.16
S2 0.966 -4.977 -1.568  0.45
H1 -2.986 -2.426 -1.254  0.21
H2 -4.536 -4.350 -1.099  0.22
H3 -3.676 -6.659 -1.146  0.23
H4 -1.253 -7.092 -1.352  0.23
C8 0.872 0.728 4.182  -0.41
N2 0.868 1.795 3.188  -0.34
C9 0.838 3.146 3.469  -0.03
C10 0.845 3.799 2.307  -0.08
N3 0.878 2.838 1.279  -0.37
C11 0.895 1.582 1.856  0.29
S3 0.962 0.015 1.245  -0.36
C12 0.929 3.211 -0.097  0.39
C13 0.989 4.569 -0.421  -0.25
C14 1.054 4.948 -1.745  -0.12
C15 1.062 3.976 -2.733  -0.25
C16 0.995 2.671 -2.316  0.05
N4 0.926 2.274 -1.036  -0.53
H5 0.827 1.186 5.165  0.22
H6 1.777 0.134 4.090  0.24
H7 0.013 0.078 4.035  0.24
H8 0.812 3.527 4.474  0.25
H9 0.825 4.857 2.143  0.24
H10 0.994 5.335 0.334  0.23
H11 1.104 5.999 -1.999  0.24
H12 1.121 4.223 -3.783  0.25
H13 1.015 1.882 -3.067  0.17

***

Molecular formula: C16H13NO4
Method: DFT, ωB97M-V/def2-TZVPD

## Properties
- SMILES = Cc1cccc2cc(COC(=O)c3ccco3)c(=O)[nH]c12
- energy relative to the best compared isomer or geometry (same formula, charge and spin) (kcal/mol) = 334.38

Last column: natural (NBO) charge in e.
Positions of all 34 atoms, in Å:
C1 -3.831 -1.143 -0.715  -0.65
C2 -2.922 -0.013 -0.255  -0.05
C3 -3.402 1.380 -0.297  -0.12
C4 -2.766 2.323 0.210  -0.28
C5 -1.550 1.961 0.621  -0.10
C6 -1.101 0.756 0.865  -0.11
C7 0.137 0.651 1.259  -0.24
C8 0.680 -0.500 1.408  -0.03
C9 2.116 -0.954 1.978  -0.08
O1 3.017 -0.102 2.056  -0.46
C10 3.358 0.683 1.004  0.68
O2 4.159 1.842 1.023  -0.61
C11 3.034 0.340 -0.323  0.12
C12 3.322 0.970 -1.688  -0.15
C13 2.764 0.285 -2.504  -0.31
C14 2.315 -0.797 -2.026  0.14
O3 2.361 -0.809 -0.580  -0.39
C15 -0.080 -1.798 0.760  0.64
O4 0.390 -3.027 0.825  -0.64
N1 -1.280 -1.464 0.222  -0.53
C16 -1.890 -0.355 0.464  0.15
H1 -3.388 -1.658 -1.747  0.21
H2 -4.050 -1.846 -0.006  0.21
H3 -4.857 -0.910 -1.197  0.24
H4 -4.528 1.588 -0.737  0.20
H5 -3.200 3.313 0.277  0.23
H6 -1.071 2.918 1.282  0.20
H7 0.841 1.198 1.644  0.23
H8 2.506 -1.890 1.238  0.22
H9 1.926 -1.402 3.107  0.21
H10 3.888 1.730 -1.652  0.23
H11 3.025 0.432 -3.716  0.24
H12 1.837 -1.604 -2.740  0.23
H13 -1.760 -2.096 -0.058  0.38

***

Molecular formula: C16H13NOS
Method: DFT, ωB97M-V/def2-TZVPD

## Properties
- SMILES = c1ccc(SCc2cc(-c3ccccc3)no2)cc1
- energy relative to the best compared isomer or geometry (same formula, charge and spin) (kcal/mol) = 0.00

Last column: natural (NBO) charge in e.
Positions of all 32 atoms, in Å:
C1 0.291 -3.922 -5.154  -0.23
C2 -0.762 -3.105 -4.784  -0.21
C3 -0.759 -2.458 -3.559  -0.20
C4 0.314 -2.629 -2.697  -0.18
S1 0.448 -1.873 -1.101  0.27
C5 -1.010 -0.749 -1.032  -0.57
C6 -0.955 0.020 0.231  0.30
C7 -0.124 1.009 0.672  -0.34
C8 -0.608 1.308 1.976  0.12
C9 -0.112 2.291 2.927  -0.01
C10 1.046 3.022 2.672  -0.20
C11 1.497 3.952 3.589  -0.21
C12 0.802 4.165 4.768  -0.20
C13 -0.350 3.439 5.029  -0.21
C14 -0.806 2.508 4.117  -0.19
N1 -1.640 0.541 2.251  -0.13
O1 -1.859 -0.257 1.186  -0.26
C15 1.375 -3.452 -3.067  -0.23
C16 1.360 -4.094 -4.289  -0.19
H1 0.279 -4.422 -6.111  0.22
H2 -1.601 -2.966 -5.450  0.21
H3 -1.597 -1.832 -3.295  0.20
H4 -0.952 -0.085 -1.894  0.24
H5 -1.918 -1.352 -1.053  0.25
H6 0.696 1.447 0.145  0.24
H7 1.599 2.861 1.759  0.21
H8 2.397 4.514 3.384  0.21
H9 1.157 4.893 5.482  0.21
H10 -0.893 3.602 5.949  0.22
H11 -1.700 1.934 4.304  0.23
H12 2.202 -3.579 -2.386  0.22
H13 2.186 -4.731 -4.567  0.22

***

| no. | HOMO level (eV) |
| --- | --- |
| 1 | -8.61 |
| 2 | -8.36 |
| 3 | -8.43 |
| 4 | -7.16 |
| 5 | -8.63 |
| 6 | -10.28 |
| 7 | -8.66 |
| 8 | -8.36 |